Formula: C7H9N3O4
Source: OMol25
Level of theory: ωB97M-V with the def2-TZVPD basis set

LUMO level (spin up / spin down) = -0.67 / -2.43 eV
multiplicity = 3
relative energy (zero: lowest compared OMol25 entry of this formula, charge and spin) = 0.00 kcal/mol
E_HOMO (spin up / spin down) = -7.47 / -9.94 eV
total charge = 0
gap between HOMO and LUMO (spin up / spin down) = 0.2501 / 0.2759 hartree

```
23
Properties=species:S:1:pos:R:3:forces:R:3
N -2.559 -1.522 -0.467 1.3 -1.9 -2.1
H 2.631 -1.526 -2.022 -0.8 -0.8 -1.3
O 0.931 0.313 -0.958 -0.5 0.4 -1.5
O -1.686 -2.301 -0.037 -0.4 0.4 -0.5
H 3.368 0.131 -1.973 -0.2 -0.7 0.0
C -2.882 0.122 1.609 1.7 0.5 -2.0
C 3.016 -0.762 -1.422 2.9 0.3 1.6
O -0.103 1.116 0.915 0.9 0.3 0.4
H 1.553 -1.178 0.249 1.3 0.5 -1.0
C -3.126 -0.727 0.429 -2.0 3.8 2.0
H 3.930 -1.275 -0.924 -1.3 1.1 -0.7
C -1.237 1.050 -1.193 0.8 0.6 1.5
H -3.310 -0.298 2.476 -0.5 -0.1 1.2
H -1.033 0.731 -2.204 -0.3 0.7 -0.5
H 2.325 0.376 0.392 1.3 -0.1 0.1
C -0.053 0.898 -0.268 -1.2 -1.6 -0.5
H -4.916 0.743 0.627 -1.9 -0.7 0.7
N -2.344 1.630 -0.821 -0.7 -1.0 -1.3
O -2.947 -1.471 -1.660 0.4 -0.1 1.3
C 2.073 -0.358 -0.366 -3.1 0.0 2.8
N -3.486 1.633 -0.317 1.8 2.0 -1.8
H -1.857 0.735 1.700 -2.4 -1.5 -0.3
C -3.912 0.572 0.443 3.0 -2.2 1.8
```
Forces are in eV/Å.


Formula: C7H9N4
Source: OMol25
Level of theory: ωB97M-V with the def2-TZVPD basis set

LUMO level = -4.37 eV
relative energy (zero: lowest compared OMol25 entry of this formula, charge and spin) = 27.12 kcal/mol
E_HOMO = -14.06 eV
total charge = +1
gap between HOMO and LUMO = 0.3561 hartree

```
20
Properties=species:S:1:pos:R:3:forces:R:3
N -4.182 1.154 -0.067 1.9 -0.7 0.0
H 2.495 -1.130 -1.316 0.4 0.7 -0.1
H -3.274 -1.947 0.623 1.4 0.6 -0.8
H 1.731 2.402 0.943 -0.3 -0.5 0.6
H -1.866 -2.866 0.191 0.0 -1.6 0.3
C -0.661 1.172 0.005 1.1 1.9 1.4
C 1.654 1.806 0.036 2.0 -0.2 2.5
C -3.071 0.803 -0.056 -3.0 1.3 0.2
C 0.909 -0.578 -0.077 -0.3 0.2 0.7
C -1.400 -1.078 -0.021 -0.4 3.5 2.0
H 2.415 -2.199 -0.002 -0.1 2.4 0.2
H 2.650 1.475 -0.172 0.3 -0.5 -0.2
C 2.363 -1.048 -0.234 -3.6 -4.2 -1.3
H 3.039 -0.467 0.263 1.8 1.2 1.1
C -1.748 0.373 0.010 2.4 -2.4 -1.0
H 1.417 2.499 -0.643 -1.0 2.4 -3.0
N -2.283 -1.980 0.298 -1.4 -0.8 -0.2
N 0.684 0.780 0.070 -3.0 -2.6 -0.8
N -0.120 -1.434 -0.029 2.0 0.2 -1.0
H -0.753 2.261 0.178 -0.2 -0.7 -0.5
```
Forces are in eV/Å.